Molecular formula: C4H10N2O2
Method: DFT, ωB97M-V/def2-TZVPD

XYZ file:
```
18
C4H10N2O2 | OMol25 | ωB97M-V/def2-TZVPD
C -0.335 -0.845 -0.479
C -1.236 -0.045 0.589
C -1.672 1.270 -0.114
O -2.410 -0.741 0.904
N 0.660 -0.132 -1.105
C 1.816 0.290 -0.136
N 3.013 -0.478 -0.621
O 1.495 0.200 1.082
H -0.090 -1.774 0.074
H -1.090 -1.130 -1.223
H -0.631 0.151 1.467
H -0.757 1.699 -0.545
H -2.234 0.953 -0.983
H -2.040 1.987 0.610
H -2.599 -0.668 1.827
H 1.958 1.302 -0.564
H 3.493 -0.703 0.243
H 2.660 -1.337 -1.026
```

Values from the calculation:
Energy above the lowest of the compared OMol25 structures with the same formula, charge and spin (kJ/mol): 682.6
HOMO-LUMO gap (eV): 6.286
E_tot (eV): -11379.828
Lowest unoccupied orbital energy (eV): -2.899